C22H38O3P2PdS as an isolated structure in a non-equilibrium geometry, computed with wB97M-V/def2-TZVPD.

Each line ends with the Mulliken charge.
Geometry (Å):
P: 2.647 0.921 -2.360  1.25
P: 0.612 -1.987 -0.697  2.06
C: 3.020 -0.885 -2.278  -1.52
C: 2.032 -2.005 -2.077  -1.15
H: 3.756 -0.891 -1.483  0.64
H: 3.532 -1.062 -3.230  0.36
H: 1.583 -2.355 -3.011  0.59
H: 2.605 -2.856 -1.705  0.90
C: 1.783 -2.680 0.546  -1.28
H: 1.416 -2.957 1.579  0.06
H: 2.452 -1.825 0.735  0.41
H: 2.271 -3.535 0.078  0.57
C: -0.243 -3.332 -1.623  -1.51
H: 0.479 -4.132 -1.768  0.37
H: -0.619 -2.936 -2.577  0.27
H: -1.087 -3.657 -0.992  0.83
C: 3.966 1.772 -1.499  -1.44
H: 3.713 2.823 -1.316  0.41
H: 4.835 1.710 -2.162  0.52
H: 4.139 1.233 -0.561  0.48
C: 3.151 1.246 -4.109  -1.53
H: 2.989 0.375 -4.753  0.51
H: 4.229 1.413 -4.017  0.53
H: 2.721 2.134 -4.575  0.44
Pd: -0.302 -3.213 1.017  -0.53
C: 0.162 0.613 -2.046  -0.90
C: 1.277 0.995 -1.183  1.02
C: 1.128 2.311 -0.403  -1.24
C: 0.874 3.414 -1.429  -0.95
C: 1.314 2.999 -2.867  -0.28
C: 0.304 2.688 -3.706  -0.70
C: 0.032 1.406 -4.391  -0.90
C: 0.276 0.195 -3.403  -0.41
C: -1.804 -1.904 0.442  -1.27
H: -0.824 0.650 -1.585  0.32
H: 1.561 0.263 -0.405  0.11
H: 2.044 2.501 0.186  0.39
H: 0.285 2.228 0.303  0.49
H: -0.225 3.611 -1.445  0.38
H: 1.364 4.358 -1.125  0.38
H: 2.271 3.466 -3.165  0.78
H: -0.500 3.408 -3.830  0.35
H: 0.609 1.295 -5.308  0.37
H: -1.035 1.369 -4.654  0.47
H: -0.428 -0.609 -3.643  0.47
H: 1.248 -0.234 -3.651  -0.29
H: -2.541 -2.274 1.167  0.23
H: -2.203 -1.962 -0.580  0.46
H: -1.447 -0.908 0.720  0.34
C: -6.029 0.311 6.257  -1.36
C: -4.685 0.204 5.599  0.79
C: -3.780 1.279 5.578  -0.50
C: -2.560 1.185 4.930  -0.40
C: -2.150 -0.040 4.309  0.46
C: -3.029 -1.147 4.420  -0.06
C: -4.268 -1.001 5.018  -0.80
S: 0.288 -1.572 3.805  0.62
O: -1.009 -0.131 3.654  -0.38
O: 1.179 -0.967 2.810  -0.38
O: -0.593 -2.653 3.260  -0.54
H: -5.965 0.166 7.343  0.32
H: -6.481 1.291 6.070  0.39
H: -6.695 -0.459 5.860  0.38
H: -4.058 2.224 6.047  0.40
H: -1.887 2.043 4.851  0.43
H: -2.736 -2.096 3.980  0.43
H: -4.960 -1.836 5.041  0.36

Results
- <S²> = 6.295
- charge = +2
- calculated total energy (eV) = -62439.3043
- Kohn-Sham gap (spin up / spin down) (eV) = 7.4 / 5.3
- 2S+1 = 5